(1)
{"formula": "C15H54N18O12", "method": "ωB97M-V with the def2-TZVPD basis set", "symbols": ["O", "H", "H", "C", "O", "N", "N", "H", "H", "H", "H", "C", "O", "N", "N", "H", "H", "H", "H", "C", "O", "N", "N", "H", "H", "H", "H", "C", "O", "N", "N", "H", "H", "H", "H", "C", "O", "N", "N", "H", "H", "H", "H", "C", "O", "N", "N", "H", "H", "H", "H", "C", "O", "N", "N", "H", "H", "H", "H", "C", "O", "N", "N", "H", "H", "H", "H", "C", "O", "N", "N", "H", "H", "H", "H", "C", "C", "C", "O", "H", "H", "H", "H", "H", "H", "H", "H", "C", "C", "C", "O", "H", "H", "H", "H", "H", "H", "H", "H"], "xyz": [[-17.385, 15.850, 6.159], [-17.938, 16.039, 5.389], [-16.481, 15.868, 5.824], [-24.411, 13.034, 9.763], [-25.620, 13.201, 9.696], [-23.845, 12.240, 10.741], [-23.475, 13.462, 8.866], [-22.864, 12.376, 10.930], [-24.449, 11.799, 11.407], [-22.532, 13.159, 9.030], [-23.768, 14.053, 8.111], [-14.713, 13.861, 8.364], [-14.167, 13.328, 9.319], [-14.427, 13.603, 7.062], [-15.843, 14.623, 8.594], [-14.769, 14.151, 6.301], [-13.995, 12.719, 6.854], [-16.383, 15.056, 7.865], [-16.161, 14.474, 9.539], [-20.124, 13.154, 14.032], [-20.112, 13.355, 15.246], [-20.982, 13.766, 13.180], [-19.212, 12.348, 13.412], [-21.777, 14.300, 13.507], [-20.911, 13.548, 12.192], [-19.504, 11.753, 12.658], [-18.482, 11.969, 13.994], [-20.068, 11.695, 10.073], [-20.919, 12.450, 10.555], [-18.710, 11.881, 10.207], [-20.385, 10.643, 9.289], [-18.246, 12.682, 10.594], [-18.197, 11.027, 10.093], [-19.719, 9.917, 9.100], [-21.345, 10.329, 9.286], [-16.840, 12.131, 6.811], [-16.759, 11.386, 5.848], [-17.389, 13.378, 6.751], [-16.283, 11.835, 8.028], [-17.752, 13.748, 5.895], [-17.403, 13.948, 7.577], [-15.792, 10.963, 8.096], [-16.327, 12.502, 8.773], [-22.731, 15.832, 12.632], [-22.963, 14.696, 13.109], [-22.949, 16.155, 11.354], [-22.351, 16.836, 13.438], [-23.388, 15.545, 10.687], [-22.638, 17.043, 10.946], [-22.540, 16.722, 14.417], [-22.250, 17.749, 13.020], [-21.017, 18.971, 10.875], [-22.240, 18.773, 10.801], [-20.051, 18.175, 10.408], [-20.432, 20.063, 11.434], [-19.124, 18.469, 10.663], [-20.341, 17.431, 9.815], [-19.488, 20.156, 11.071], [-20.986, 20.862, 11.684], [-16.393, 19.111, 10.578], [-17.507, 19.643, 10.499], [-15.395, 19.670, 11.320], [-16.080, 17.900, 10.057], [-14.435, 19.474, 11.108], [-15.603, 20.415, 11.958], [-15.108, 17.666, 10.092], [-16.765, 17.428, 9.486], [-22.820, 16.003, 4.082], [-23.733, 16.811, 4.207], [-22.853, 14.791, 4.684], [-21.786, 16.118, 3.191], [-22.070, 14.168, 4.623], [-23.668, 14.491, 5.185], [-21.866, 16.886, 2.547], [-20.915, 15.661, 3.371], [-18.645, 16.578, 12.592], [-17.330, 16.049, 13.143], [-17.116, 16.480, 14.589], [-17.223, 14.641, 13.082], [-18.522, 17.652, 12.466], [-19.359, 16.290, 13.363], [-18.727, 16.192, 11.577], [-16.504, 16.454, 12.546], [-17.198, 17.570, 14.677], [-16.126, 16.227, 14.962], [-17.929, 16.078, 15.196], [-18.064, 14.166, 13.133], [-20.171, 14.829, 9.445], [-19.568, 15.472, 8.226], [-20.723, 16.251, 7.537], [-18.611, 16.513, 8.533], [-20.988, 14.178, 9.138], [-20.609, 15.535, 10.149], [-19.444, 14.254, 10.026], [-19.213, 14.725, 7.510], [-21.458, 15.498, 7.223], [-20.400, 16.525, 6.522], [-21.163, 17.108, 8.029], [-18.218, 16.691, 7.663]], "mulliken_charge": [-0.572, 0.230, 0.250, 0.418, -0.683, -0.250, -0.117, 0.277, 0.209, 0.075, 0.071, 0.326, -0.608, -0.285, -0.217, 0.191, 0.228, 0.235, 0.111, 0.419, -0.734, 0.249, -0.403, 0.127, -0.057, 0.212, 0.189, 0.119, -0.292, -0.133, -0.477, 0.022, 0.202, 0.171, 0.247, 0.356, -0.736, 0.503, -0.040, 0.149, -0.537, 0.225, 0.005, 0.561, -0.738, -0.124, -0.234, 0.192, 0.090, 0.252, 0.134, 0.421, -0.818, 0.195, -0.395, 0.081, -0.402, 0.227, 0.256, 0.633, -0.742, -0.463, -0.145, 0.164, 0.223, 0.166, 0.047, 0.698, -0.638, -0.370, -0.407, 0.152, 0.187, 0.221, 0.164, -0.655, 0.594, -1.609, -0.557, 0.464, 0.503, -0.085, 0.268, 0.346, 0.370, 0.354, 0.272, 2.669, -0.213, -1.152, -0.042, -0.246, -0.817, -0.989, 0.127, 0.282, 0.401, 0.137, 0.315], "largest_force_ev_per_a": 4.322, "homo_ev": -8.52, "e_tot_ha": -2492.68441, "e_lumo_ev": -1.14}

(2)
{"formula": "C6H4BO10PdS2", "method": "ωB97M-V with the def2-TZVPD basis set", "symbols": ["Pd", "O", "S", "O", "O", "O", "O", "B", "O", "C", "C", "C", "C", "C", "C", "H", "H", "H", "H", "O", "S", "O", "O", "O"], "xyz": [[-0.754, -2.275, -1.003], [-1.006, -0.570, -4.443], [-0.810, -1.357, -3.274], [-0.470, -2.778, -3.399], [0.262, -0.763, -2.322], [-1.998, -1.320, -2.281], [1.073, -0.289, 0.285], [-0.161, -0.498, -0.311], [-0.998, 0.601, -0.256], [-0.239, 1.545, 0.392], [-0.581, 2.838, 0.705], [0.387, 3.598, 1.365], [1.629, 3.065, 1.686], [1.963, 1.748, 1.362], [1.002, 1.012, 0.712], [-1.551, 3.238, 0.444], [0.167, 4.623, 1.631], [2.356, 3.683, 2.197], [2.926, 1.318, 1.601], [-0.270, -4.212, 2.281], [-0.664, -3.577, 1.069], [-1.697, -4.189, 0.229], [-1.081, -2.116, 1.249], [0.515, -3.324, 0.082]], "nbo_charge": [1.131, -0.921, 2.510, -0.975, -0.910, -0.903, -0.679, 1.190, -0.669, 0.232, -0.248, -0.225, -0.225, -0.267, 0.292, 0.226, 0.207, 0.207, 0.225, -0.925, 2.504, -0.985, -0.934, -0.861], "largest_force_ev_per_a": 1.070, "homo_ev": [-6.56, -6.56], "e_tot_ha": -1932.66906, "total_charge": -1, "e_lumo_ev": [0.54, 0.54]}